(1)
Below is an isolated ion of composition C9H16N2O2S and charge +2, with properties calculated with ωB97M-V/def2-TZVPD.

Cartesian coordinates (Å):
S 3.398 0.414 0.100
O 3.506 -1.195 0.028
O 3.518 0.989 1.379
N 1.234 -0.863 -0.076
N -0.106 1.205 -0.025
C 4.616 0.964 -1.080
C -0.822 0.154 0.112
C 1.703 0.314 -0.468
C -2.766 -0.816 1.280
C -2.820 1.603 0.574
C 2.273 -1.863 0.140
C -0.066 -1.048 0.171
C -2.351 0.193 0.212
C -2.868 -0.208 -1.171
H 4.938 0.108 -1.667
H -2.345 1.957 1.486
H -3.815 -0.640 1.519
H -2.679 -1.844 0.938
H 2.168 -2.305 1.140
H 4.177 1.727 -1.716
H -0.462 -2.029 0.363
H 2.239 -2.658 -0.621
H -2.206 -0.690 2.205
H 5.453 1.381 -0.522
H -3.954 -0.142 -1.160
H -2.509 0.463 -1.947
H -3.894 1.591 0.747
H -2.593 -1.226 -1.432
H -0.332 2.155 -0.279
H -2.636 2.310 -0.232

Atomic forces in eV per Å
S -0.57 -0.89 0.25
O 0.70 1.37 -0.38
O 0.29 0.32 0.31
N -1.06 -0.02 0.05
N 4.57 -1.61 -0.35
C -0.18 -0.26 -0.14
C -0.73 -0.05 0.04
C -2.74 2.16 -0.09
C -0.18 0.09 0.12
C 0.10 -0.12 0.06
C -0.11 -1.60 0.46
C 0.42 -0.09 -0.02
C 0.29 0.07 -0.14
C -0.20 0.02 -0.04
H -0.12 -0.12 -0.05
H 0.01 0.08 0.12
H 0.01 -0.07 -0.03
H 0.03 -0.13 -0.03
H 0.00 0.23 -0.23
H -0.24 0.11 -0.02
H 0.05 -0.13 0.05
H -0.04 0.41 0.12
H 0.04 0.01 0.12
H -0.11 0.00 0.36
H -0.08 -0.05 -0.01
H 0.05 0.10 -0.10
H -0.02 -0.02 -0.04
H 0.03 -0.16 -0.04
H -0.22 0.23 -0.23
H 0.02 0.13 -0.11

Values from the calculation:
HOMO-LUMO gap (spin up / spin down)	0.28075 / 0.28065	hartree
LUMO energy (spin up / spin down)	-10.0 / -10.0	eV
net charge	+2

(2)
Below is one molecule with the formula C9H16N2S, with properties calculated with ωB97M-V/def2-TZVPD.

Cartesian coordinates (Å):
S 0.546 -0.179 1.294
N -1.367 2.880 -0.036
N 0.088 -0.149 -1.234
C -2.519 -0.322 1.576
C -1.849 -0.844 0.315
C -2.885 -0.723 -0.836
C 1.302 0.581 -1.043
C 2.475 -1.341 0.000
C -1.036 1.786 -0.022
C 2.930 1.232 0.595
C 1.981 0.118 0.211
C -0.635 0.111 -0.044
H -1.586 -1.953 0.278
H -2.028 -0.880 2.354
H -3.100 0.369 -1.158
H 1.726 -2.145 -0.025
H -2.529 -1.209 -1.684
H 3.156 1.831 -0.275
H 3.060 -1.318 -0.924
H 3.306 -1.642 0.793
H -0.588 0.031 -1.937
H 1.122 1.626 -0.948
H 2.526 1.798 1.322
H 3.853 0.715 0.938
H -3.781 -1.092 -0.574
H -3.536 -0.597 1.479
H -2.432 0.724 1.553
H 1.800 0.589 -1.969

Atomic forces in eV per Å
S -0.19 1.03 0.98
N -0.11 0.85 -0.04
N -1.25 -0.80 1.94
C 1.13 -2.19 -0.84
C -0.92 1.15 -2.71
C 2.58 3.85 -0.26
C -0.84 0.43 -1.46
C 3.43 0.01 1.01
C 0.08 -3.80 0.09
C 2.46 -3.42 -1.54
C -1.09 -1.83 -0.72
C -0.65 0.18 1.72
H 0.38 1.69 0.61
H -0.14 0.58 1.11
H 0.49 -1.46 0.70
H 0.17 0.77 -0.07
H 0.50 -0.98 -1.67
H 0.24 0.21 -0.16
H -0.09 -0.38 -0.19
H -1.87 0.62 -1.22
H 0.34 0.53 -1.59
H -0.60 1.29 0.51
H -1.21 2.06 2.54
H -0.31 0.84 0.02
H -3.18 -1.62 0.99
H -1.15 -0.25 0.51
H 0.11 1.35 0.72
H 1.67 -0.71 -0.96

Values from the calculation:
HOMO-LUMO gap	0.35343	hartree
structure (SMILES)	CC(C)[C@]1(C#N)NCC(C)(C)S1
LUMO energy	0.8	eV

(3)
Below is a 2-piece molecular cluster, C9H16NO overall, with properties calculated with ωB97M-V/def2-TZVPD.

Cartesian coordinates (Å):
O 1.688 -0.789 -0.194
N 1.707 1.928 -0.150
C -1.921 -1.440 0.264
C -0.584 -1.046 0.585
C -3.687 -2.104 -1.460
C 0.333 -1.018 -0.398
C -2.296 -1.696 -1.024
C 1.684 1.712 1.438
C -0.016 -1.177 -1.767
C -1.347 -1.376 -2.059
C 2.578 2.508 2.281
H 3.637 2.248 2.295
H 2.289 2.205 3.313
H -4.428 -1.544 -0.925
H 0.618 1.986 1.598
H 2.584 3.606 2.193
H -0.319 -0.777 1.619
H -2.684 -1.274 1.009
H 0.774 -1.043 -2.471
H 0.823 1.586 -0.507
H 1.977 -1.136 0.654
H -1.767 -1.243 -3.058
H -3.829 -1.973 -2.527
H -3.756 -3.204 -1.369
H 1.748 2.945 -0.285
H 1.704 0.644 1.577
H 2.491 1.474 -0.629

Atomic forces in eV per Å
O 0.29 0.22 0.06
N 0.85 0.84 1.80
C 0.84 1.10 0.59
C -1.66 -0.27 1.18
C 1.06 -0.78 -0.11
C 1.00 -0.55 -1.97
C 0.46 0.95 -1.94
C -2.47 0.09 -1.98
C -0.68 0.52 1.46
C -0.60 -0.55 0.49
C 1.45 0.45 1.60
H 0.00 -0.37 -0.59
H -0.07 0.61 -0.50
H -0.62 -0.17 0.35
H 0.68 -0.03 0.28
H -0.64 -0.42 -0.07
H -0.16 -0.30 -0.45
H -0.08 -0.65 0.34
H 0.18 0.05 -0.64
H -0.13 -0.37 -0.32
H -0.09 -0.37 0.05
H 0.49 -0.50 0.08
H 0.06 0.46 -0.16
H -0.39 0.51 0.52
H 0.04 -0.34 -0.26
H 0.45 -0.04 0.03
H -0.27 -0.07 0.16

Values from the calculation:
HOMO-LUMO gap	0.31711	hartree
LUMO energy	-3.2	eV
net charge	+1

(4)
Below is a 2-piece molecular cluster, C9H16NO overall, with properties calculated with ωB97M-V/def2-TZVPD.

Cartesian coordinates (Å):
O -1.087 2.092 0.151
N -2.735 -0.002 -0.680
C -1.976 -1.060 -2.812
C -0.008 1.308 0.562
C 2.262 0.037 1.481
C -1.863 -1.109 -1.294
C 3.559 -0.477 2.015
C 2.192 0.421 0.139
C 1.132 0.123 2.285
C 1.079 1.125 -0.278
C 0.004 0.825 1.859
H 3.522 -1.011 2.928
H -2.391 0.267 0.237
H -3.668 -0.403 -0.716
H 4.128 -1.119 1.339
H 3.021 0.148 -0.483
H -1.572 -0.116 -3.168
H -0.854 -1.085 -0.899
H -0.906 2.301 -0.775
H 0.950 1.337 -1.339
H -2.303 -2.026 -0.904
H 4.224 0.372 2.202
H -1.325 -1.880 -3.117
H -0.864 0.794 2.501
H 1.130 -0.433 3.212
H -2.960 -1.270 -3.199
H -2.689 0.839 -1.250

Atomic forces in eV per Å
O -0.01 -0.65 -0.41
N 0.82 -0.91 -0.75
C 1.13 -0.43 0.95
C 0.21 0.94 0.63
C 0.26 -0.63 -0.07
C -1.03 -0.30 -0.03
C 0.95 0.31 -0.70
C -0.40 0.31 1.25
C 0.08 0.17 -0.45
C -0.33 -0.86 -1.02
C 0.08 -1.17 -0.06
H -0.51 -0.50 1.05
H -0.33 0.04 0.40
H -0.30 0.54 0.51
H -0.30 0.05 -0.30
H 0.16 0.28 -0.50
H -0.04 0.01 -0.36
H 0.14 0.60 -0.09
H -0.01 0.46 0.16
H 0.19 0.41 0.09
H 0.04 -0.05 -0.04
H -0.08 0.06 0.01
H 0.02 0.17 -0.50
H -0.18 0.52 -0.04
H -0.01 0.39 0.29
H -0.41 0.13 0.00
H -0.14 0.09 0.00

Values from the calculation:
HOMO-LUMO gap	0.31138	hartree
LUMO energy	-3.3	eV
net charge	+1

(5)
Below is a 2-piece molecular cluster, C9H16NO2 overall, with properties calculated with ωB97M-V/def2-TZVPD.

Cartesian coordinates (Å):
O 2.184 0.047 2.296
O 2.834 0.579 4.312
N 1.877 0.372 3.535
C 0.826 -0.706 0.059
C -0.048 -2.690 -1.053
C -0.499 2.572 0.529
C -0.172 1.484 -0.458
C -0.316 0.085 0.080
C 0.321 -3.529 -1.956
C -1.061 1.428 -1.720
C 0.655 0.377 3.792
C 0.604 -2.245 0.133
H -1.616 2.371 -1.886
H 1.673 -0.351 -0.625
H 1.209 -0.205 1.028
H 1.164 -4.100 -1.770
H 0.765 1.713 -0.817
H -1.933 0.787 -1.515
H 1.601 -2.654 0.294
H -0.027 -2.416 0.996
H -0.265 3.531 0.107
H 0.278 2.593 1.271
H 0.462 0.870 4.832
H -0.178 -3.726 -2.918
H -0.192 0.319 3.040
H -1.525 2.410 1.002
H -0.895 -2.196 -1.439
H -0.550 1.267 -2.703

Atomic forces in eV per Å
O 0.72 0.05 -0.34
O -0.01 0.35 0.77
N 3.39 -1.06 -3.01
C 0.34 -0.16 -2.05
C -1.37 0.80 -1.40
C -1.03 -0.61 0.80
C -1.80 -1.04 -0.22
C -0.63 0.85 0.56
C 0.29 -1.76 -1.98
C -1.29 1.08 -0.47
C -5.60 2.13 3.57
C 1.51 1.83 1.82
H 0.57 0.21 0.24
H -0.68 -0.74 0.46
H 0.04 -0.17 0.99
H 1.85 -1.29 0.05
H 2.80 0.30 -0.77
H 0.56 -0.56 -0.47
H -0.14 -0.62 0.01
H -0.01 -0.09 0.38
H -0.94 0.82 -0.73
H 0.12 -0.69 1.03
H -0.04 -1.25 -1.90
H -0.01 0.30 0.70
H 1.68 -0.13 0.87
H 1.37 0.67 -0.64
H -1.37 1.30 0.65
H -0.31 -0.51 1.07

Values from the calculation:
HOMO-LUMO gap	0.27202	hartree
LUMO energy	3.4	eV
net charge	-1

(6)
Below is a 2-piece molecular cluster, C9H16NO2 overall, with properties calculated with ωB97M-V/def2-TZVPD.

Cartesian coordinates (Å):
O -3.524 -2.565 0.356
O -2.611 -1.140 -1.039
N -2.869 -1.480 0.144
C -2.437 -0.875 1.244
C 0.642 -2.765 -0.065
C -0.265 0.661 -0.973
C 1.347 -1.364 -0.313
C 0.447 2.882 0.076
C -0.608 2.072 -0.468
C 2.608 -1.234 0.526
C 0.525 -0.149 -0.013
C 0.589 4.229 0.015
H -1.222 2.628 -1.188
H 0.117 -2.807 0.935
H -0.042 -2.982 -0.892
H 1.526 -3.501 -0.077
H 1.701 -1.636 -1.478
H -0.097 0.641 -1.956
H 1.521 2.344 0.064
H 3.300 -2.003 0.095
H -1.242 0.133 -0.862
H -0.042 5.090 -0.369
H -2.944 -1.163 2.220
H 2.395 -1.519 1.550
H -1.299 2.021 0.337
H 1.527 4.547 0.462
H -2.082 0.211 1.238
H 3.040 -0.275 0.431

Atomic forces in eV per Å
O 0.01 0.14 -0.74
O 0.21 0.72 -0.56
N -0.66 -1.71 1.77
C -0.33 2.53 1.78
C 1.03 0.30 1.07
C 0.05 -0.24 4.75
C -0.49 -0.95 -2.89
C 4.32 1.37 -2.29
C -1.42 -0.46 -0.48
C 0.09 -2.32 -0.83
C -0.54 0.13 -0.34
C 0.19 0.03 0.54
H 0.36 -0.02 -0.32
H 0.46 0.04 -1.13
H 0.01 -0.01 0.41
H -1.45 0.81 0.04
H -0.69 1.41 2.15
H 1.11 -0.23 -4.12
H -2.52 0.96 1.19
H -0.11 0.64 0.48
H -0.06 -0.78 -0.11
H 0.17 -1.63 0.70
H 0.87 0.02 -1.67
H 0.02 0.32 0.29
H -0.90 -0.74 0.97
H 0.04 0.42 -0.33
H -0.34 -1.83 -0.51
H 0.56 1.06 0.16

Values from the calculation:
HOMO-LUMO gap (spin up / spin down)	0.25122 / 0.25126	hartree
LUMO energy (spin up / spin down)	3.4 / 3.4	eV
net charge	-1

(7)
Below is an isolated ion of composition C9H16NS and charge +1, with properties calculated with ωB97M-V/def2-TZVPD.

Cartesian coordinates (Å):
S -2.835 -0.275 -0.552
N -1.165 -1.240 0.958
C -0.303 -0.793 -1.268
C -3.486 1.298 0.207
C -1.093 -0.335 0.002
C 1.772 0.027 -0.498
C 1.077 -1.203 -0.867
C 3.303 0.009 -0.144
C 1.104 0.807 0.615
C -0.445 1.044 0.417
C -1.156 -2.192 1.608
H 3.401 -0.208 0.854
H -0.261 0.179 -1.803
H 3.898 -0.735 -0.676
H -2.733 2.057 0.203
H 1.546 1.828 0.609
H -4.247 1.667 -0.462
H 1.008 -2.052 -0.145
H -0.869 1.459 1.301
H 1.760 0.699 -1.287
H -0.914 -1.456 -1.793
H -0.810 1.765 -0.361
H -3.888 1.046 1.145
H 1.629 -1.603 -1.664
H 3.790 1.010 -0.177
H -1.483 -3.093 2.169
H 1.402 0.292 1.609

Atomic forces in eV per Å
S -2.84 2.03 -0.55
N 0.37 2.60 -1.61
C -0.55 2.10 0.86
C 0.42 -0.84 -2.24
C 2.58 1.83 -0.13
C 2.57 1.51 2.50
C -0.61 -1.66 0.47
C -0.51 0.34 -1.44
C -0.32 0.66 1.02
C -0.21 -1.09 -0.66
C 0.99 -5.50 4.05
H 0.22 -0.98 2.61
H 0.03 -0.80 -0.38
H -0.12 0.21 -0.31
H 0.60 0.12 0.45
H -0.14 -0.66 0.36
H -0.59 -0.20 -0.11
H 0.32 0.86 0.03
H -0.34 -0.04 1.09
H -0.41 0.95 -2.25
H -0.55 -1.51 -1.06
H 1.26 -0.49 0.20
H -0.43 -0.22 1.34
H 0.40 -0.83 -1.52
H -0.56 -0.55 -0.67
H -0.46 1.17 -0.73
H -1.12 0.97 -1.31

Values from the calculation:
HOMO-LUMO gap (spin up / spin down)	0.24129 / 0.24761	hartree
LUMO energy (spin up / spin down)	-3.0 / -7.6	eV
net charge	+1
spin multiplicity	3

(8)
Below is one molecule with the formula C9H16O6, with properties calculated with ωB97M-V/def2-TZVPD.

Cartesian coordinates (Å):
O -0.659 -0.312 -1.750
O -2.311 0.234 2.065
O 0.813 -1.794 -0.581
O 1.489 0.183 0.236
O -0.648 2.660 1.964
O -1.327 -1.398 0.074
C -0.327 1.485 1.220
C 1.859 2.512 0.472
C -0.485 -1.088 1.202
C 0.321 -0.056 -2.763
C 1.212 1.304 1.086
C -0.881 0.208 1.932
C 0.936 -1.082 0.661
C -0.993 -2.744 -1.934
C -0.515 -1.546 -1.088
H 0.368 -0.926 -3.425
H -0.742 1.582 0.216
H -1.907 -2.492 -2.466
H 1.641 3.414 1.049
H -0.437 0.226 2.939
H 1.478 2.647 -0.573
H -0.626 -1.929 1.930
H 1.553 1.122 2.111
H 0.022 0.835 -3.349
H 1.331 0.126 -2.330
H -2.710 -0.016 1.189
H 1.568 -1.603 1.365
H -1.623 2.732 2.111
H -1.133 -3.644 -1.299
H -0.197 -2.954 -2.687
H 2.929 2.315 0.423

Atomic forces in eV per Å
O 0.71 -0.09 -0.11
O 0.13 -0.01 -0.75
O -0.72 0.03 0.52
O -0.66 -0.37 1.28
O -0.36 -0.12 0.22
O 0.52 0.21 -0.02
C -0.42 -0.74 0.19
C -0.04 -0.04 -0.78
C -0.43 -0.28 0.56
C 0.43 0.04 -0.03
C -1.41 0.15 0.27
C -0.55 0.58 -1.16
C -0.27 0.61 -2.14
C 1.19 -0.03 0.13
C -0.35 -0.02 0.93
H 0.15 0.21 -0.17
H -0.08 -0.24 -0.21
H -0.06 0.05 0.16
H 0.11 -0.19 -0.06
H -0.33 -0.19 -0.14
H 0.28 -0.10 0.84
H 0.26 0.58 -0.58
H 0.47 -0.01 0.02
H -0.08 -0.56 0.50
H -0.75 -0.16 -0.14
H 0.76 0.27 1.07
H 0.72 -0.15 -0.17
H 1.15 -0.48 -0.32
H 0.12 0.70 -0.39
H -0.62 0.01 0.53
H 0.12 0.31 -0.05

Values from the calculation:
HOMO-LUMO gap	0.39131	hartree
structure (SMILES)	CO[C@@]1(C)O[C@H]2O[C@@H](C)[C@H](O)[C@@H](O)[C@H]2O1
LUMO energy	0.8	eV

Summary of electronic energy in eV
-27480.3398; -23405.4283; -13123.0474; -13123.4341; -15170.2341; -15169.3403; -21904.9198; -21876.6784
(order as listed above)
Summary of maximum force in Eh/bohr
0.09446; 0.09020; 0.06158; 0.02988; 0.13565; 0.09871; 0.13421; 0.04355
(order as listed above)